DFT (ωB97M-V with the def2-TZVPD basis set) results for C12H30BCdF4KN2O4S as an isolated structure in a non-equilibrium geometry.

CARTESIAN COORDINATES (ANGSTROEM)
K  2.791  -0.821  -4.585
Cd  3.410  -2.027  2.348
S  2.588  -4.960  -0.836
O  3.584  -3.904  -0.646
O  1.650  -4.666  -1.887
O  3.232  -6.292  -0.990
O  1.891  -4.715  0.377
B  3.218  1.839  0.642
F  4.351  1.199  1.103
F  3.082  3.070  1.240
F  3.307  2.140  -0.646
F  2.255  1.030  0.871
C  -3.056  -0.310  -5.912
C  -3.228  1.095  -6.400
N  -2.024  1.831  -6.045
C  -1.740  3.008  -6.916
C  -1.380  2.607  -8.297
C  -2.161  2.470  -4.669
C  -3.008  3.771  -4.412
H  -3.907  -0.990  -5.951
H  -2.797  -0.319  -4.854
H  -2.268  -0.899  -6.382
H  -3.380  1.002  -7.475
H  -4.193  1.542  -6.162
H  -2.504  3.785  -6.907
H  -0.880  3.535  -6.505
H  -0.445  2.056  -8.199
H  -2.069  1.902  -8.763
H  -1.442  3.429  -9.010
H  -1.193  2.808  -4.300
H  -2.608  1.731  -4.004
H  -2.412  4.633  -4.711
H  -3.354  3.887  -3.385
H  -3.919  3.881  -5.001
C  1.796  0.594  7.451
C  2.243  -0.227  6.180
N  1.262  -1.254  5.777
C  -0.025  -0.602  5.631
C  -0.837  -1.392  4.628
C  1.396  -2.299  6.858
C  0.765  -3.667  6.568
H  1.723  -0.149  8.245
H  0.832  1.080  7.305
H  2.525  1.335  7.779
H  2.350  0.488  5.363
H  3.180  -0.754  6.356
H  -0.015  0.424  5.261
H  -0.572  -0.533  6.571
H  -0.902  -2.458  4.845
H  -0.712  -1.244  3.555
H  -1.861  -1.050  4.780
H  2.459  -2.536  6.904
H  1.140  -1.906  7.842
H  -0.295  -3.625  6.319
H  1.246  -4.148  5.717
H  0.906  -4.430  7.334

Summary:
Max |F| (eV/A): 6.61
Charge: 0
ΔE to the lowest compared entry with this formula, charge and spin (kJ/mol): 813.3
Kohn-Sham gap (hartree): 0.13048

***

DFT (ωB97M-V with the def2-TZVPD basis set) results for C12H30BF4N2O4Rb as an isolated structure in a non-equilibrium geometry.

CARTESIAN COORDINATES (ANGSTROEM)
Rb  -1.033  0.978  0.581
B  -3.248  3.100  2.417
F  -2.117  2.316  2.783
F  -3.422  4.159  3.298
F  -3.055  3.604  1.104
F  -4.367  2.228  2.386
C  -3.529  -1.028  2.657
O  -2.166  -0.788  2.376
C  -1.320  -1.494  3.264
C  0.105  -1.533  2.767
N  0.724  -0.195  2.840
C  2.175  -0.282  2.766
C  2.717  -0.744  1.438
O  2.396  0.179  0.400
C  3.066  -0.219  -0.779
H  -4.131  -0.429  1.979
H  -3.762  -0.715  3.680
H  -3.793  -2.086  2.530
H  -1.712  -2.514  3.358
H  -1.335  -1.013  4.251
H  0.292  -2.022  1.810
H  0.625  -2.202  3.484
H  0.411  0.169  3.733
H  2.601  -0.916  3.561
H  2.582  0.717  2.951
H  2.363  -1.735  1.130
H  3.806  -0.816  1.561
H  4.138  -0.018  -0.695
H  2.658  0.360  -1.605
H  2.886  -1.271  -1.028
C  1.282  -3.815  -2.735
O  1.258  -2.437  -2.965
C  0.123  -1.825  -2.419
C  0.042  -0.405  -2.946
N  -1.172  0.236  -2.474
C  -1.359  1.562  -3.051
C  -0.184  2.504  -2.822
O  0.221  2.555  -1.479
C  1.378  3.373  -1.339
H  0.454  -4.316  -3.248
H  1.267  -4.073  -1.664
H  2.226  -4.235  -3.087
H  0.131  -1.824  -1.319
H  -0.783  -2.376  -2.728
H  0.122  -0.443  -4.044
H  0.915  0.136  -2.588
H  -1.959  -0.368  -2.673
H  -2.276  2.025  -2.686
H  -1.441  1.500  -4.150
H  -0.480  3.498  -3.182
H  0.656  2.188  -3.458
H  1.161  4.399  -1.656
H  2.182  3.004  -1.987
H  1.681  3.348  -0.298

Summary:
Max |F| (eV/A): 1.37
Charge: 0
ΔE to the lowest compared entry with this formula, charge and spin (kJ/mol): 0.0
Kohn-Sham gap (hartree): 0.35454

***

DFT (ωB97M-V with the def2-TZVPD basis set) results for C12H30ClO6 as an isolated structure in a non-equilibrium geometry.

CARTESIAN COORDINATES (ANGSTROEM)
Cl  -0.373  0.335  -0.428
C  0.922  3.372  1.667
O  -0.332  3.774  1.017
C  -1.273  2.752  0.937
C  -2.351  3.075  0.194
O  -3.038  1.896  -0.135
C  -4.225  2.043  -0.970
H  1.540  4.140  1.707
H  1.415  2.462  1.187
H  0.826  3.032  2.765
H  -1.442  2.482  2.055
H  -0.486  2.023  0.548
H  -2.124  3.404  -0.748
H  -2.910  3.839  0.753
H  -4.658  3.033  -0.820
H  -5.189  1.424  -0.856
H  -3.932  1.914  -2.011
C  1.115  0.233  -1.827
O  1.900  0.332  -0.688
C  3.199  -0.349  -0.874
C  4.231  -0.159  0.115
O  4.444  1.277  0.004
C  5.266  1.905  0.949
H  1.377  1.114  -2.246
H  0.202  0.669  -1.486
H  1.021  -0.588  -2.409
H  3.760  -0.177  -1.704
H  2.980  -1.462  -1.028
H  5.083  -0.782  -0.237
H  3.853  -0.471  1.263
H  6.013  1.144  0.950
H  4.924  2.089  2.047
H  5.772  2.814  0.614
C  -3.112  -5.216  -1.807
O  -2.802  -3.939  -1.245
C  -1.932  -3.955  -0.073
C  -1.465  -2.679  0.259
O  -0.656  -2.655  1.388
C  -0.354  -1.279  1.738
H  -2.456  -5.877  -2.269
H  -3.758  -5.077  -2.484
H  -3.663  -5.770  -1.171
H  -0.920  -4.343  -0.291
H  -2.380  -4.534  0.777
H  -2.348  -2.058  0.090
H  -1.098  -2.466  -0.671
H  0.339  -0.699  1.019
H  0.368  -1.269  2.624
H  -1.272  -0.776  1.812

Summary:
Max |F| (eV/A): 16.57
Charge: -1
ΔE to the lowest compared entry with this formula, charge and spin (kJ/mol): 1454.7
Kohn-Sham gap (hartree): 0.14322

***

DFT (ωB97M-V with the def2-TZVPD basis set) results for a 4-piece molecular cluster, C12H30ClO6 overall in a non-equilibrium geometry.

CARTESIAN COORDINATES (ANGSTROEM)
Cl  -1.040  -1.293  0.760
C  2.365  -0.764  5.512
O  1.351  -0.810  6.510
C  0.353  0.147  6.155
C  -0.512  -0.247  4.961
O  -1.137  -1.497  5.147
C  -0.499  -2.645  4.499
H  2.439  0.213  5.036
H  2.153  -1.555  4.792
H  3.302  -0.930  6.044
H  0.768  1.120  5.895
H  -0.228  0.407  7.041
H  -0.097  -0.128  3.960
H  -1.246  0.559  4.940
H  0.445  -2.928  4.965
H  -0.302  -2.323  3.476
H  -1.133  -3.528  4.576
C  4.266  -1.307  -5.589
O  3.189  -0.914  -4.743
C  2.417  0.185  -5.175
C  0.982  0.013  -4.804
O  0.713  0.140  -3.313
C  1.052  -1.040  -2.482
H  4.681  -2.292  -5.372
H  5.032  -0.558  -5.788
H  3.867  -1.516  -6.582
H  2.532  0.441  -6.229
H  2.988  1.000  -4.729
H  0.523  -0.929  -5.105
H  0.441  0.865  -5.215
H  2.089  -1.343  -2.625
H  0.647  -2.015  -2.752
H  0.867  -0.800  -1.435
C  -3.678  0.648  -3.161
O  -3.050  0.672  -1.918
C  -2.486  1.887  -1.704
C  -1.795  1.935  -0.254
O  -2.836  1.637  0.737
C  -2.655  2.126  2.014
H  -4.718  0.895  -2.951
H  -3.653  -0.375  -3.538
H  -3.257  1.231  -3.980
H  -3.225  2.654  -1.933
H  -1.743  1.827  -2.499
H  -1.430  2.941  -0.045
H  -0.925  1.281  -0.208
H  -3.594  2.384  2.503
H  -2.149  3.091  1.974
H  -2.077  1.438  2.631

Summary:
Max |F| (eV/A): 3.01
Multiplicity: 2
Charge: 0
ΔE to the lowest compared entry with this formula, charge and spin (kJ/mol): 15.7
Kohn-Sham gap (spin up / spin down) (hartree): 0.37353 / 0.20420

***

DFT (ωB97M-V with the def2-TZVPD basis set) results for C12H30CuN2O8S as an isolated structure in a non-equilibrium geometry.

CARTESIAN COORDINATES (ANGSTROEM)
Cu  0.096  1.877  -1.019
S  -0.111  4.311  -5.174
O  1.080  4.966  -5.608
O  -0.858  4.750  -6.361
O  0.033  2.865  -5.021
O  -0.569  4.967  -3.952
C  -3.589  2.409  5.942
O  -2.709  2.985  5.055
C  -3.123  3.063  3.676
C  -2.023  3.844  2.924
N  -0.768  3.063  2.787
C  0.534  3.887  2.699
C  1.650  2.824  2.917
O  1.674  1.765  1.902
C  2.832  0.933  1.971
H  -3.474  2.533  7.019
H  -3.801  1.356  5.760
H  -4.486  3.017  5.828
H  -4.024  3.677  3.701
H  -3.268  2.129  3.133
H  -1.991  4.859  3.320
H  -2.350  4.083  1.912
H  -0.688  2.597  3.680
H  0.449  4.693  3.428
H  0.536  4.448  1.765
H  1.475  2.252  3.828
H  2.629  3.294  2.998
H  2.758  -0.001  1.414
H  2.817  0.719  3.040
H  3.828  1.324  1.761
C  2.468  -6.565  -2.877
O  2.023  -5.283  -3.205
C  2.871  -4.198  -2.806
C  2.171  -2.975  -3.437
N  1.071  -2.470  -2.670
C  -0.019  -3.415  -2.344
C  -0.587  -3.145  -0.925
O  -1.282  -1.875  -0.773
C  -2.588  -1.917  -1.273
H  3.410  -6.838  -3.353
H  1.852  -7.418  -3.163
H  2.389  -6.654  -1.793
H  3.884  -4.465  -3.109
H  2.801  -4.138  -1.720
H  1.841  -3.187  -4.454
H  2.913  -2.178  -3.394
H  0.699  -1.795  -3.322
H  0.183  -4.481  -2.448
H  -0.746  -3.334  -3.153
H  0.270  -3.177  -0.252
H  -1.107  -4.054  -0.623
H  -3.180  -2.671  -0.755
H  -2.681  -2.227  -2.314
H  -3.214  -1.032  -1.162

Summary:
Max |F| (eV/A): 5.45
Charge: -1
ΔE to the lowest compared entry with this formula, charge and spin (kJ/mol): 674.2
Kohn-Sham gap (hartree): 0.09559

***

DFT (ωB97M-V with the def2-TZVPD basis set) results for C12H30CuN2O8S as an isolated structure in a non-equilibrium geometry.

CARTESIAN COORDINATES (ANGSTROEM)
Cu  5.832  10.650  14.119
S  5.115  13.285  14.085
O  5.748  12.225  14.796
O  6.060  14.043  13.267
O  3.986  12.878  13.257
O  4.770  14.330  14.993
C  9.018  12.093  14.987
O  8.011  11.052  14.850
C  8.507  9.742  14.905
C  7.279  8.810  14.943
N  6.460  8.813  13.718
C  5.499  7.680  13.622
C  4.658  7.313  14.841
O  4.015  8.530  15.258
C  3.087  8.316  16.321
H  9.508  11.841  15.927
H  8.459  13.004  15.201
H  9.656  12.360  14.144
H  9.143  9.436  15.736
H  9.144  9.634  14.027
H  6.610  9.102  15.752
H  7.526  7.782  15.209
H  7.175  8.670  13.019
H  5.987  6.786  13.233
H  4.894  7.992  12.771
H  5.295  6.982  15.660
H  3.878  6.578  14.643
H  2.510  9.236  16.420
H  3.649  8.038  17.213
H  2.293  7.674  15.941
C  7.888  11.808  11.938
O  6.865  10.888  12.073
C  5.602  11.187  11.382
C  4.398  10.390  11.838
N  4.086  10.755  13.187
C  2.798  10.202  13.586
C  2.278  10.851  14.902
O  1.243  10.120  15.472
C  0.582  10.770  16.590
H  7.639  12.782  12.360
H  7.860  12.129  10.897
H  8.851  11.478  12.328
H  5.711  11.122  10.299
H  5.477  12.240  11.635
H  4.546  9.323  11.670
H  3.629  10.736  11.147
H  3.972  11.759  13.201
H  2.847  9.116  13.663
H  2.055  10.434  12.823
H  1.987  11.887  14.727
H  3.065  10.941  15.650
H  0.210  11.730  16.231
H  1.252  10.931  17.434
H  -0.312  10.303  17.003

Summary:
Max |F| (eV/A): 8.51
Charge: -1
ΔE to the lowest compared entry with this formula, charge and spin (kJ/mol): 298.6
Kohn-Sham gap (hartree): 0.18354

***

DFT (ωB97M-V with the def2-TZVPD basis set) results for C12H30INO2PS as an isolated structure.

CARTESIAN COORDINATES (ANGSTROEM)
C  -3.457  1.519  -3.185
C  -3.805  0.488  -2.100
C  -2.610  0.102  -1.231
I  -3.265  -0.339  0.781
S  -1.751  -1.407  -1.784
C  0.023  -1.284  -1.322
C  0.383  -0.249  -0.266
C  0.980  1.101  -0.757
C  0.621  1.499  -2.191
C  2.510  1.100  -0.591
P  -1.535  -1.890  -3.996
N  -0.565  -0.642  -4.520
O  -3.010  -1.542  -4.510
H  -3.791  1.201  -4.167
H  -2.395  1.754  -3.215
H  -3.975  2.453  -2.992
H  -4.269  -0.400  -2.520
H  -4.547  0.909  -1.429
H  -1.912  0.918  -1.120
H  0.604  -1.162  -2.231
H  0.207  -2.282  -0.935
H  1.159  -0.719  0.334
H  -0.432  -0.061  0.423
H  0.584  1.862  -0.087
H  1.378  1.161  -2.895
H  0.574  2.583  -2.275
H  -0.336  1.114  -2.527
H  2.911  0.090  -0.631
H  2.804  1.540  0.358
H  2.991  1.684  -1.371
H  -0.984  0.259  -4.718
H  0.036  -0.943  -5.278
H  -3.078  -0.679  -4.923
C  1.485  -1.976  5.786
C  2.613  -0.992  5.535
O  3.034  -0.926  4.180
C  2.057  -0.532  3.246
C  1.486  0.857  3.481
H  1.757  -2.970  5.428
H  1.281  -2.037  6.855
H  0.558  -1.678  5.293
H  3.502  -1.300  6.082
H  2.342  0.004  5.903
H  1.249  -1.274  3.194
H  2.574  -0.553  2.283
H  0.924  0.917  4.413
H  0.803  1.123  2.670
H  2.285  1.598  3.522

Summary:
Max |F| (eV/A): 0.62
Charge: +1
Kohn-Sham gap (hartree): 0.28900

***

DFT (ωB97M-V with the def2-TZVPD basis set) results for C12H30KN2O8S2 as an isolated structure in a non-equilibrium geometry.

CARTESIAN COORDINATES (ANGSTROEM)
K  -1.015  -0.409  0.169
S  -3.106  0.194  1.278
O  -3.043  -1.000  0.465
O  -2.155  1.214  0.884
O  -4.445  0.742  1.373
O  -2.989  -0.124  2.686
S  -1.452  -2.366  -2.159
O  -0.500  -1.871  -3.168
O  -1.559  -1.446  -1.064
O  -2.723  -2.744  -2.752
O  -0.695  -3.571  -1.876
C  -2.415  1.253  -1.955
C  -1.005  0.715  -2.208
N  -0.007  0.948  -1.164
C  -0.036  2.269  -0.535
C  0.283  3.488  -1.407
C  1.349  0.525  -1.538
C  1.456  -0.981  -1.845
H  -2.412  2.343  -1.945
H  -2.743  0.957  -0.959
H  -3.066  0.907  -2.758
H  -1.083  -0.347  -2.441
H  -0.717  1.258  -3.108
H  0.705  2.344  0.261
H  -0.993  2.481  -0.058
H  -0.388  3.490  -2.265
H  1.284  3.421  -1.833
H  0.204  4.371  -0.772
H  1.623  1.039  -2.459
H  2.066  0.801  -0.765
H  1.209  -1.713  -1.076
H  0.952  -1.287  -2.761
H  2.492  -1.094  -2.165
C  -0.495  -0.015  3.313
C  0.475  -1.006  2.695
N  0.866  -0.696  1.344
C  1.577  0.619  1.259
C  2.798  0.839  2.164
C  1.673  -1.782  0.860
C  0.822  -3.006  0.563
H  -1.064  -0.447  4.136
H  -1.180  0.333  2.540
H  -0.093  0.956  3.602
H  1.348  -1.236  3.305
H  -0.112  -1.925  2.713
H  1.892  0.832  0.237
H  0.857  1.413  1.453
H  2.528  0.799  3.219
H  3.569  0.148  1.826
H  3.173  1.836  1.933
H  2.562  -2.061  1.427
H  1.996  -1.450  -0.126
H  -0.145  -2.712  0.157
H  0.646  -3.561  1.485
H  1.232  -3.683  -0.187

Summary:
Max |F| (eV/A): 14.91
Charge: -3
ΔE to the lowest compared entry with this formula, charge and spin (kJ/mol): 1092.4
Kohn-Sham gap (hartree): 0.12516

***

DFT (ωB97M-V with the def2-TZVPD basis set) results for C12H30N2O4Rb as an isolated structure in a non-equilibrium geometry.

CARTESIAN COORDINATES (ANGSTROEM)
Rb  0.843  -0.691  -2.289
C  -0.681  2.953  1.377
O  0.464  3.651  0.812
C  0.372  5.042  0.737
C  1.828  5.603  0.946
N  2.558  5.177  -0.289
C  3.775  5.995  -0.419
C  4.995  5.546  0.435
O  6.161  6.220  0.028
C  6.869  5.684  -0.998
H  -0.422  1.896  1.318
H  -1.660  3.054  0.909
H  -0.840  3.099  2.445
H  -0.274  5.553  1.451
H  -0.042  5.190  -0.260
H  2.310  5.130  1.802
H  1.761  6.690  0.992
H  1.938  5.234  -1.084
H  3.583  7.060  -0.287
H  4.165  6.014  -1.436
H  5.020  4.457  0.404
H  4.821  5.746  1.492
H  6.291  5.676  -1.922
H  7.254  4.683  -0.806
H  7.806  6.232  -1.107
C  -2.491  -6.695  3.737
O  -2.735  -6.237  2.381
C  -1.526  -6.023  1.657
C  -1.659  -6.138  0.100
N  -2.471  -5.063  -0.338
C  -3.026  -5.336  -1.649
C  -3.914  -4.126  -2.034
O  -3.252  -3.194  -2.770
C  -4.182  -2.173  -3.235
H  -1.967  -7.647  3.655
H  -3.423  -6.780  4.296
H  -1.927  -6.067  4.427
H  -0.778  -6.754  1.964
H  -1.196  -4.998  1.831
H  -2.053  -7.120  -0.161
H  -0.737  -5.961  -0.454
H  -3.230  -4.971  0.322
H  -3.730  -6.168  -1.624
H  -2.336  -5.543  -2.467
H  -4.280  -3.658  -1.120
H  -4.757  -4.528  -2.595
H  -4.895  -2.631  -3.921
H  -3.561  -1.447  -3.759
H  -4.767  -1.633  -2.491

Summary:
Max |F| (eV/A): 3.28
Charge: +1
ΔE to the lowest compared entry with this formula, charge and spin (kJ/mol): 306.5
Kohn-Sham gap (hartree): 0.24666